1.
{"formula": "C12H44N10O9", "method": "the ωB97M-V functional and the def2-TZVPD basis", "elements": ["C", "O", "N", "N", "H", "H", "H", "H", "C", "O", "N", "N", "H", "H", "H", "H", "C", "O", "N", "N", "H", "H", "H", "H", "C", "O", "N", "N", "H", "H", "H", "H", "C", "C", "C", "O", "C", "N", "H", "H", "H", "H", "H", "H", "H", "H", "H", "H", "H", "C", "C", "C", "O", "C", "N", "H", "H", "H", "H", "H", "H", "H", "H", "H", "H", "H", "O", "H", "H", "O", "H", "H", "O", "H", "H"], "positions_angstrom": [[2.9958, -3.2227, -3.2241], [3.3621, -2.0826, -3.5402], [3.3694, -4.3057, -3.8862], [2.1488, -3.4070, -2.2754], [2.9656, -5.1405, -3.4861], [4.1451, -4.3388, -4.5322], [1.9090, -2.5602, -1.7800], [1.8631, -4.3515, -2.0603], [-4.0661, -2.1324, -2.7875], [-4.9453, -1.7871, -2.0042], [-2.8720, -1.5396, -2.6861], [-4.2172, -3.2119, -3.4365], [-2.0547, -1.7105, -3.2543], [-2.7586, -0.8141, -1.9927], [-5.1208, -3.6386, -3.2900], [-3.5997, -3.4180, -4.2087], [-1.3796, 2.4525, -2.3354], [-2.1926, 3.2973, -2.7432], [-0.1049, 2.5238, -2.6825], [-1.6141, 1.6864, -1.3274], [0.4928, 1.7099, -2.7058], [0.1286, 3.3316, -3.2420], [-2.6061, 1.6261, -1.1470], [-0.9488, 0.9452, -1.1599], [3.7796, 1.4499, -1.1945], [4.4195, 1.9835, -0.3282], [3.4531, 2.0531, -2.2977], [3.5411, 0.1876, -1.1419], [3.6023, 2.9865, -2.6534], [3.0092, 1.4631, -2.9869], [3.8105, -0.2939, -0.2959], [3.2357, -0.2628, -1.9928], [-2.9531, -0.4806, 1.6199], [-2.7732, -0.3722, 3.1247], [-2.2341, 0.9947, 3.6573], [-2.6435, 1.0565, 5.0537], [-1.6853, 1.6216, 5.9841], [-4.0285, -0.8889, 3.6413], [-3.2188, -1.4575, 1.2157], [-1.9875, -0.1988, 1.1999], [-3.5685, 0.2980, 1.1692], [-2.0626, -1.1034, 3.5099], [-2.6799, 1.7928, 3.0636], [-1.1468, 1.0700, 3.6421], [-1.6700, 2.6911, 5.7739], [-0.7375, 1.1526, 5.7198], [-2.1329, 1.4689, 6.9662], [-3.9748, -0.7804, 4.6440], [-4.1270, -1.8925, 3.5833], [1.1186, 3.3732, 0.5266], [1.5698, 2.6005, 1.8482], [0.9980, 1.1526, 1.7795], [1.4261, 0.4929, 3.0004], [1.1165, -0.8747, 3.0580], [2.9652, 2.6805, 2.0826], [0.0469, 3.2606, 0.3625], [1.6695, 2.9374, -0.3068], [1.2575, 4.4447, 0.6709], [1.2276, 3.2276, 2.6715], [1.3687, 0.6285, 0.8986], [-0.0811, 1.2990, 1.7314], [1.4904, -1.4933, 2.2421], [0.0385, -1.0124, 2.9739], [1.4868, -1.3864, 3.9464], [3.4659, 2.5836, 1.2108], [3.2448, 1.9046, 2.6655], [1.8337, 0.3180, -4.1532], [2.1927, -0.5462, -3.9520], [2.3622, 0.6325, -4.8867], [-0.0272, -0.6183, -1.5583], [0.9152, -0.5266, -1.4180], [-0.2915, -1.3192, -0.9624], [-0.5389, -2.3633, 0.3369], [-1.2442, -2.9691, 0.1091], [0.2619, -2.8773, 0.2329]], "forces_ev_per_angstrom": [[2.2, 2.6, -3.0], [0.2, 0.4, 0.1], [0.1, -2.0, -0.3], [-2.3, -0.7, 2.9], [0.7, -0.4, -0.8], [-0.3, 0.1, 0.2], [-0.4, -0.6, 0.2], [-0.3, 0.6, 0.6], [-0.5, 3.1, 4.9], [-0.8, 0.7, 0.2], [2.4, 1.0, -0.5], [0.0, -4.1, -3.7], [-0.3, -0.1, 0.0], [-0.4, 0.0, -0.4], [0.2, -0.1, -0.6], [-0.5, -0.4, 0.1], [-1.1, 4.5, -1.4], [0.1, -0.7, -0.2], [2.7, 0.1, -1.4], [-1.7, -2.6, 2.4], [0.0, 0.2, -0.1], [0.0, -0.5, -0.2], [0.2, -0.5, 0.4], [-0.5, -0.3, 0.4], [2.7, 2.8, 0.9], [1.1, 1.5, 2.3], [-2.0, 0.8, -4.4], [-2.0, -4.6, -0.1], [0.4, -0.1, 1.2], [-0.3, 0.2, -0.1], [0.0, -0.1, -0.5], [0.3, -0.7, 0.4], [2.0, 1.3, -0.7], [0.2, -1.6, -0.4], [-1.6, -0.8, 1.3], [0.0, -0.1, -0.5], [-1.4, 0.0, -2.0], [-1.2, 1.2, 1.9], [-0.2, 0.0, 0.4], [0.5, -0.4, -0.4], [-0.7, -0.2, 0.5], [0.9, 0.0, -0.6], [0.0, 0.4, 0.2], [0.1, -0.3, -0.4], [0.5, 0.2, 0.3], [0.3, 0.1, 0.9], [0.6, -0.3, 0.0], [-0.4, 0.5, 0.4], [0.4, -0.2, -0.8], [0.3, -0.9, 1.6], [-1.3, 0.9, -1.2], [0.5, 1.5, 1.6], [0.0, -0.1, -0.7], [-0.8, -0.4, -0.4], [1.4, -0.1, -0.6], [0.0, -0.3, -0.1], [0.0, 0.4, -0.2], [0.5, -0.1, -0.3], [-1.4, -0.7, 0.3], [0.1, -0.1, -0.1], [-0.3, -0.6, 0.0], [0.6, 0.3, -0.6], [-0.3, -0.1, 0.3], [0.0, 0.7, 0.3], [0.4, -0.1, -0.1], [0.1, 0.0, 0.2], [-0.3, 0.5, 0.2], [0.4, -0.8, 0.0], [0.1, 0.0, -0.4], [0.4, 0.4, -1.0], [0.4, 0.4, 0.1], [-0.4, -0.4, 0.7], [0.1, -0.1, 0.1], [-0.5, -0.2, 0.0], [0.3, -0.3, 0.2]], "energy_ev": -46486.60260, "homo_ev": -8.235, "smiles": "COC[C@H](C)N.COC[C@H](C)N.NC(N)=O.NC(N)=O.NC(N)=O.NC(N)=O.O.O.O", "relative_energy_kcal_mol": 87.3, "e_lumo_ha": -0.03178, "homo_lumo_gap_ha": 0.271}

***

2.
{"formula": "C26H36N11O2S3Ta", "method": "the ωB97M-V functional and the def2-TZVPD basis", "elements": ["Ta", "N", "C", "C", "C", "C", "N", "C", "N", "N", "C", "O", "O", "H", "H", "H", "H", "H", "H", "H", "H", "H", "H", "H", "H", "H", "H", "S", "C", "C", "C", "C", "N", "C", "C", "C", "S", "C", "N", "H", "H", "C", "N", "C", "C", "N", "C", "S", "H", "H", "H", "H", "H", "H", "N", "C", "C", "N", "H", "H", "H", "H", "H", "H", "H", "H", "H", "N", "C", "C", "C", "C", "C", "C", "H", "H", "H", "H", "H"], "positions_angstrom": [[0.0396, 0.3313, -0.5267], [-2.0438, -0.1923, -1.4817], [-2.7316, -1.2481, -0.7084], [-3.8275, -2.0076, -1.4805], [-5.1940, -2.0725, -0.7866], [-5.3034, -3.0325, 0.3951], [-4.4257, -2.6539, 1.4988], [-4.7614, -2.0477, 2.6232], [-6.0285, -1.9898, 3.0456], [-3.8027, -1.4699, 3.3542], [-1.6243, -2.1492, -0.1563], [-1.8886, -3.1692, 0.4600], [-0.4274, -1.7284, -0.3960], [-2.6705, 0.5943, -1.6325], [-1.8085, -0.5382, -2.4114], [-3.1792, -0.7384, 0.1484], [-3.4796, -3.0168, -1.7140], [-3.9765, -1.5011, -2.4368], [-5.9357, -2.3870, -1.5232], [-5.4881, -1.0703, -0.4592], [-5.0339, -4.0448, 0.0924], [-6.3383, -3.0645, 0.7295], [-3.4306, -2.8491, 1.3330], [-6.7212, -2.6281, 2.6972], [-6.2771, -1.4240, 3.8387], [-2.9259, -1.2038, 2.9258], [-3.9879, -1.1611, 4.2927], [-1.3831, 0.4736, 1.6357], [-0.5254, 1.5437, 2.7333], [-0.9986, 1.6882, 4.0338], [-0.3527, 2.5012, 4.9521], [-0.8733, 2.5958, 6.2855], [-1.2848, 2.6401, 7.3566], [0.7980, 3.1976, 4.5628], [1.2660, 3.0658, 3.2640], [0.6166, 2.2492, 2.3407], [1.2798, 2.1678, 0.7109], [1.5065, 4.0398, 5.4832], [2.1001, 4.7148, 6.1975], [-1.8904, 1.1595, 4.3411], [2.1545, 3.6080, 2.9687], [0.8350, 2.2828, -4.4307], [1.0865, 3.2625, -3.3808], [2.0476, 4.2541, -3.4142], [1.9238, 4.9715, -2.2759], [0.8844, 4.4066, -1.5762], [0.3816, 3.3625, -2.2457], [-0.9628, 2.3974, -1.7708], [1.6053, 2.3903, -5.1885], [-0.1416, 2.4610, -4.8749], [0.8687, 1.2830, -4.0035], [2.7198, 4.3664, -4.2457], [2.4714, 5.8231, -1.9152], [0.5722, 4.6537, -0.6491], [4.3350, -2.8085, -0.5053], [3.6791, -2.1279, 0.6676], [2.1691, -2.0289, 0.4251], [1.5956, -0.7613, 0.9062], [5.3324, -2.9561, -0.3433], [4.2429, -2.2492, -1.3680], [3.9132, -3.7202, -0.6900], [4.1413, -1.1440, 0.7345], [3.9371, -2.6979, 1.5575], [1.6381, -2.8593, 0.8849], [1.9791, -2.0967, -0.6461], [2.3014, -0.0321, 0.9665], [1.1839, -0.8561, 1.8308], [1.3654, 0.1074, -1.7449], [2.5940, -0.2153, -2.2657], [2.7440, -1.2913, -3.1551], [3.9983, -1.6393, -3.6387], [5.1306, -0.9242, -3.2553], [4.9920, 0.1475, -2.3752], [3.7433, 0.4948, -1.8762], [1.8647, -1.8471, -3.4563], [4.0921, -2.4680, -4.3283], [6.1020, -1.1841, -3.6538], [5.8627, 0.7223, -2.0840], [3.6299, 1.3380, -1.2030]], "forces_ev_per_angstrom": [[0.1, 0.0, -0.1], [0.0, 0.0, 0.0], [0.0, 0.0, 0.0], [0.0, 0.0, 0.0], [0.0, 0.0, 0.0], [0.0, 0.0, 0.0], [0.2, -0.1, 0.0], [0.0, 0.1, 0.1], [0.0, 0.0, 0.0], [-0.1, -0.1, 0.0], [-0.1, -0.1, 0.1], [-0.1, 0.1, 0.0], [0.0, 0.1, 0.0], [0.0, 0.0, 0.0], [0.0, 0.0, 0.0], [0.0, 0.0, 0.0], [0.0, 0.0, 0.0], [0.0, 0.0, 0.0], [0.0, 0.0, 0.0], [0.0, 0.0, 0.0], [0.0, 0.0, 0.0], [0.0, 0.0, 0.0], [-0.1, 0.0, 0.0], [0.0, 0.0, 0.0], [0.0, 0.0, 0.0], [0.1, 0.0, 0.0], [0.0, 0.0, 0.0], [0.0, 0.0, 0.0], [0.0, 0.0, 0.1], [0.0, 0.0, 0.0], [0.0, 0.0, 0.0], [0.1, 0.0, 0.1], [-0.1, 0.0, 0.0], [0.0, 0.0, 0.0], [0.0, 0.0, 0.0], [0.0, 0.0, 0.0], [0.0, -0.1, 0.0], [0.0, 0.0, 0.0], [0.0, 0.0, 0.0], [0.0, 0.0, 0.0], [0.0, 0.0, 0.0], [0.0, 0.0, 0.0], [0.0, 0.0, 0.0], [0.0, 0.0, 0.0], [0.0, 0.0, 0.0], [0.0, 0.0, 0.0], [0.0, 0.0, 0.0], [0.0, 0.0, 0.0], [0.0, 0.0, 0.0], [0.0, 0.0, 0.0], [0.0, 0.0, 0.0], [0.0, 0.0, 0.0], [0.0, 0.0, 0.0], [0.0, 0.0, 0.0], [0.0, 0.0, 0.0], [0.0, 0.1, 0.0], [0.0, 0.0, 0.0], [0.2, -0.1, 0.0], [0.0, 0.0, 0.0], [-0.1, 0.1, -0.1], [0.0, 0.0, 0.0], [0.0, 0.0, 0.0], [0.0, 0.0, 0.0], [0.0, 0.0, 0.0], [0.0, 0.0, 0.0], [0.0, 0.1, 0.1], [0.0, 0.0, 0.0], [-0.2, 0.0, 0.2], [0.2, 0.1, 0.0], [-0.1, 0.0, 0.1], [0.0, 0.0, 0.0], [0.0, 0.0, 0.1], [0.0, -0.1, 0.0], [0.0, 0.0, -0.1], [0.0, 0.0, 0.0], [0.0, 0.0, 0.0], [0.0, 0.0, 0.0], [0.0, 0.0, 0.0], [0.0, 0.0, 0.0]], "energy_ev": -82082.96218, "homo_ev": -12.256, "relative_energy_kcal_mol": 0.0, "total_charge": 2, "e_lumo_ha": -0.17422, "homo_lumo_gap_ha": 0.276}

***

3.
{"formula": "C20H18AuCl2N3O4", "method": "the ωB97M-V functional and the def2-TZVPD basis", "elements": ["Au", "O", "C", "C", "C", "C", "N", "C", "C", "C", "C", "C", "C", "O", "C", "C", "N", "H", "H", "H", "H", "H", "H", "H", "H", "H", "H", "H", "H", "N", "C", "C", "C", "C", "C", "C", "H", "H", "H", "H", "H", "Cl", "C", "Cl", "C", "O", "O", "H"], "positions_angstrom": [[-1.9531, 0.0135, -1.3561], [4.6543, -1.2177, 1.2219], [4.4283, -1.1595, -0.1750], [2.9482, -1.2307, -0.4377], [2.4753, -1.5190, -1.7109], [1.1093, -1.5259, -1.9264], [0.2248, -1.2788, -0.9644], [0.6683, -1.0408, 0.2688], [2.0245, -0.9945, 0.5681], [-0.3792, -0.8582, 1.3341], [-0.0722, -0.9514, 2.6858], [-1.0863, -0.8242, 3.6199], [-0.8121, -0.9125, 5.1040], [0.5053, -1.3124, 5.4232], [-2.3810, -0.6162, 3.1631], [-2.6087, -0.5404, 1.8021], [-1.6226, -0.6551, 0.9127], [5.5920, -1.0967, 1.3924], [4.9233, -1.9850, -0.6953], [4.8136, -0.2241, -0.5962], [3.1540, -1.7347, -2.5271], [0.6977, -1.7368, -2.9069], [2.3731, -0.7754, 1.5652], [0.9389, -1.1284, 3.0204], [-1.5507, -1.5752, 5.5649], [-0.9497, 0.0735, 5.5493], [0.5982, -2.2502, 5.2278], [-3.2105, -0.5260, 3.8541], [-3.5994, -0.3975, 1.3848], [-1.5713, 1.9954, -1.6482], [-0.4798, 2.7615, -1.7298], [0.8247, 2.2144, -1.6641], [1.9220, 3.0424, -1.7568], [1.7606, 4.4197, -1.9081], [0.4803, 4.9723, -1.9707], [-0.6311, 4.1632, -1.8863], [0.9330, 1.1444, -1.5456], [2.9164, 2.6165, -1.7117], [2.6294, 5.0605, -1.9785], [0.3579, 6.0410, -2.0892], [-1.6334, 4.5674, -1.9369], [-2.5170, -1.3370, -3.7303], [-3.9542, -2.1998, -3.0462], [-3.4046, -3.6673, -2.2043], [-4.8012, -1.3062, -2.1037], [-5.9953, -1.3212, -2.3722], [-4.1929, -0.6816, -1.1865], [-4.5472, -2.5052, -3.8972]], "forces_ev_per_angstrom": [[-0.4, 0.5, 0.3], [0.0, 0.0, -0.1], [-0.1, 0.0, 0.1], [0.0, 0.0, 0.0], [0.0, 0.0, 0.0], [0.0, 0.0, 0.0], [-0.1, 0.0, 0.0], [-0.2, 0.0, 0.2], [0.0, 0.0, 0.0], [0.1, -0.1, -0.2], [0.0, 0.0, 0.0], [0.0, 0.0, 0.1], [0.0, 0.0, 0.0], [0.0, 0.0, 0.0], [-0.1, 0.0, 0.0], [0.0, 0.0, -0.1], [0.0, 0.1, 0.0], [0.0, 0.0, 0.0], [0.0, 0.0, 0.0], [0.0, 0.0, 0.0], [0.0, 0.0, 0.0], [0.0, 0.0, 0.0], [0.0, 0.0, 0.0], [0.0, 0.0, 0.0], [0.0, 0.0, 0.0], [0.0, 0.0, 0.0], [0.0, 0.0, 0.0], [0.0, 0.0, 0.0], [0.0, 0.0, 0.0], [0.5, -0.1, -0.1], [-0.4, -0.2, 0.1], [0.1, 0.0, 0.0], [0.0, 0.0, 0.0], [0.0, 0.0, 0.0], [0.0, -0.1, 0.0], [0.0, 0.1, 0.0], [0.0, 0.0, 0.0], [0.0, 0.0, 0.0], [0.0, 0.0, 0.0], [0.0, 0.0, 0.0], [0.0, 0.0, 0.0], [-0.2, -0.1, -0.1], [0.3, -0.2, -0.1], [0.0, 0.1, 0.0], [-0.1, 0.4, 0.1], [0.1, -0.1, 0.1], [0.2, -0.2, -0.1], [0.0, 0.0, 0.0]], "energy_ev": -62426.67443, "homo_ev": [-8.313, -8.304], "relative_energy_kcal_mol": 16.7, "spin_multiplicity": 3, "e_lumo_ha": [-0.01405, -0.05072], "s2": 2.059, "homo_lumo_gap_ha": [0.291, 0.254]}